Computed, not measured: a cluster of 4 separate species, C54H89FN4O11 in total, with wB97M-V/def2-TZVPD.

The value obtained for the molecular weight is 989.3 g/mol. For the lowest unoccupied orbital energy, the calculation gives -0.0219 Ha. Its structure (SMILES) is C[C@@H](F)Cc1cc2c(c(COc3ccccc3)c1CCOCCOc1ccc(C(C)(C)CC(C)(C)C)cc1)C(=O)NC2=O.COCCNCCOC.COCCNCCOC.COCCNCCOC. The calculation puts the orbital gap at 0.2928 Ha.

```
159
Properties=species:S:1:pos:R:3:forces:R:3:lowdin_charge:R:1
C 3.856900 -0.370084 7.103264 -0.3 -0.3 0.1 -0.04
C 3.891227 0.753601 5.997802 1.5 -0.6 0.8 -0.28
F 4.476578 1.908352 6.635373 -0.5 -0.7 -0.5 -0.09
C 4.891268 0.328622 4.854605 -0.3 0.1 -1.1 -0.09
C 4.230641 0.197569 3.437534 -0.4 0.3 -1.2 -0.10
C 4.772301 1.095682 2.397830 -1.2 -1.0 -0.7 0.06
C 4.278913 1.045685 1.037290 -0.8 -1.8 2.5 -0.03
C 3.221901 0.059008 0.771302 1.2 1.1 0.3 0.01
C 2.635684 -0.810111 1.764338 0.8 0.8 0.4 -0.02
C 1.489334 -1.785017 1.369158 0.2 1.1 0.0 -0.12
O 2.075702 -2.864670 0.614211 -1.0 -0.7 0.8 -0.07
C 1.216806 -3.964906 0.594774 -1.3 -1.8 -0.3 -0.25
C 0.609167 -4.367574 -0.667990 -0.6 -1.2 1.9 0.00
C -0.311656 -5.504898 -0.670086 1.0 0.9 1.6 -0.07
C -0.633301 -6.218789 0.553688 1.1 1.2 -0.2 -0.09
C -0.002710 -5.834881 1.814138 0.5 1.3 -1.8 -0.07
C 0.924440 -4.713865 1.827395 -0.8 -0.3 -1.6 -0.01
C 3.139152 -0.764701 3.159979 1.1 1.6 -1.8 -0.05
C 2.573968 -1.711460 4.265099 0.0 0.0 -1.3 -0.08
C 1.166318 -1.301377 4.830077 0.0 -0.4 0.6 -0.20
O 0.934697 0.117734 4.881246 -0.1 -0.6 1.1 -0.17
C 0.091103 0.347517 6.035249 -1.3 0.3 -0.6 -0.17
C -0.736086 1.691517 5.936098 0.6 -0.1 1.5 -0.13
O -2.127360 1.459989 5.584385 1.2 0.3 -1.5 -0.09
C -2.212010 1.315981 4.196567 -0.6 -0.9 -3.7 -0.26
C -2.223984 2.450654 3.260745 0.1 -1.7 0.1 0.01
C -2.287372 2.248405 1.815658 0.2 -1.2 1.5 -0.02
C -2.350771 0.910930 1.207200 0.1 0.6 1.8 -0.15
C -2.370751 0.760713 -0.382299 0.1 0.0 1.8 -0.43
C -2.936340 -0.679744 -0.664965 0.8 -0.6 -0.2 -0.06
C -0.835612 0.910747 -0.803698 -0.8 1.2 -0.4 -0.04
C -3.261302 1.953342 -0.915399 -0.4 -0.7 -0.2 -0.13
C -3.797671 1.818428 -2.397888 -0.7 1.2 0.2 -0.52
C -2.748861 1.292498 -3.446233 -0.5 -0.2 0.1 -0.07
C -5.187518 1.045768 -2.497850 0.7 0.4 -1.3 -0.07
C -4.152900 3.317735 -2.864120 0.7 -0.7 -0.9 -0.07
C -2.359395 -0.223901 2.133369 0.2 1.9 1.1 -0.02
C -2.301541 -0.017390 3.581782 0.2 1.7 -0.4 0.00
C 2.951378 0.214650 -0.746047 0.2 0.2 0.3 -0.35
O 2.242550 -0.397028 -1.506061 -0.1 0.3 0.8 0.09
N 3.785083 1.271072 -1.212361 0.2 0.6 0.8 0.16
C 4.651435 1.851273 -0.235862 -1.4 -1.6 0.6 -0.37
O 5.447338 2.727591 -0.417289 -0.4 -0.2 0.2 0.12
H 2.800428 -0.665407 7.341017 1.0 0.4 0.1 0.06
H 4.410389 -0.035463 8.024653 -0.8 -0.1 -0.9 0.10
H 4.376819 -1.318500 6.784708 -0.5 1.1 0.2 0.07
H 2.889170 1.083311 5.637610 0.9 -0.5 0.2 0.13
H 5.417813 -0.646401 5.048121 -0.6 0.9 0.2 0.12
H 5.707890 1.100209 4.796095 -0.9 -0.6 0.1 0.12
H 5.573023 1.818564 2.667377 -0.7 -0.7 -0.2 0.12
H 0.701093 -1.307590 0.717604 0.9 -0.2 0.6 0.13
H 0.963314 -2.102991 2.303718 0.5 -0.1 -0.9 0.10
H 0.808332 -3.843164 -1.626805 0.0 -0.3 1.0 0.11
H -0.774980 -5.780913 -1.642732 0.4 0.1 1.0 0.10
H -1.368036 -7.054440 0.477406 0.8 0.8 0.3 0.10
H -0.214189 -6.347921 2.775373 0.1 0.3 -0.9 0.10
H 1.408809 -4.400046 2.787118 -0.5 -0.4 -1.1 0.10
H 3.357612 -1.862751 5.046061 -0.9 0.3 -0.5 0.10
H 2.437157 -2.718310 3.770926 0.2 0.9 0.6 0.11
H 0.302172 -1.758204 4.265978 0.9 0.3 0.3 0.12
H 1.089456 -1.707409 5.883073 0.2 0.2 -1.0 0.12
H 0.662842 0.297293 7.002387 -0.2 0.1 -0.9 0.12
H -0.682914 -0.476072 6.044409 0.6 0.8 0.3 0.13
H -0.248221 2.461576 5.282649 -0.4 -0.8 0.4 0.13
H -0.766193 2.106550 6.983044 -0.1 -0.3 -1.0 0.13
H -2.151928 3.470287 3.714964 -0.1 -0.9 -0.7 0.11
H -2.269653 3.178480 1.195826 0.0 -1.1 0.6 0.10
H -3.757792 -1.001259 0.023725 0.5 0.6 -0.6 0.09
H -2.082662 -1.401163 -0.482959 -0.9 0.6 -0.2 0.09
H -3.268025 -0.860140 -1.713903 0.3 0.3 0.8 0.06
H -0.139276 0.644818 0.027768 -0.6 -0.2 -0.8 0.07
H -0.694130 2.021031 -0.974727 0.1 -1.1 0.2 0.09
H -0.601375 0.414279 -1.775060 0.0 0.1 0.9 0.08
H -2.706767 2.928986 -0.806212 -0.4 -1.1 -0.2 0.10
H -4.157667 2.025468 -0.230364 0.8 0.0 -0.7 0.13
H -1.822016 1.918243 -3.397800 -0.8 -0.4 -0.3 0.09
H -3.251539 1.343026 -4.455691 0.8 0.1 0.9 0.09
H -2.438343 0.226589 -3.310199 -0.3 0.8 0.1 0.07
H -5.953047 1.447736 -1.787896 0.8 -0.5 -0.3 0.09
H -5.074285 -0.065241 -2.468290 -0.2 0.9 0.3 0.07
H -5.569437 1.287967 -3.535394 0.3 -0.4 1.0 0.07
H -5.214628 3.593538 -2.653900 1.0 -0.1 0.1 0.08
H -4.001713 3.321511 -3.984609 -0.5 0.2 1.1 0.08
H -3.409014 4.064473 -2.469422 -0.9 -0.6 -0.2 0.08
H -2.400439 -1.276617 1.782941 0.0 1.0 0.2 0.10
H -2.291385 -0.882232 4.282927 -0.1 0.6 -0.8 0.11
H 3.446890 1.865726 -1.966134 0.3 -0.5 -0.1 0.16
C 3.550900 -2.250675 -3.706023 0.2 -0.1 0.0 -0.10
O 4.396147 -3.389537 -3.647800 -0.3 0.1 0.0 -0.19
C 3.772198 -4.538461 -3.082438 0.4 -0.3 -0.1 -0.20
C 3.511902 -5.599084 -4.144122 -0.2 0.4 0.0 -0.21
N 2.451898 -5.187040 -5.061868 0.2 -0.1 0.0 -0.05
C 2.346348 -6.012693 -6.266005 0.0 0.2 0.1 -0.20
C 3.557503 -6.077508 -7.204030 -0.3 -0.1 -0.2 -0.23
O 3.835287 -4.863356 -7.886410 0.2 -0.2 0.2 -0.18
C 4.582200 -3.917978 -7.137665 -0.1 0.1 -0.3 -0.10
H 4.166095 -1.385444 -3.956162 0.0 -0.1 0.0 0.09
H 2.790551 -2.364115 -4.485784 -0.1 0.1 0.1 0.08
H 3.071276 -2.065105 -2.744283 -0.1 0.0 -0.1 0.06
H 2.857545 -4.280778 -2.539327 0.0 0.1 -0.1 0.10
H 4.479689 -4.948520 -2.355408 -0.1 0.0 0.0 0.12
H 3.217964 -6.533796 -3.655540 0.0 0.0 0.0 0.12
H 4.456356 -5.771337 -4.672127 0.1 -0.1 0.1 0.10
H 2.619053 -4.230699 -5.349537 0.0 -0.1 0.1 0.06
H 1.501293 -5.620805 -6.839353 0.1 -0.1 -0.1 0.12
H 2.076496 -7.030776 -5.965791 0.1 0.0 0.0 0.12
H 3.316360 -6.803472 -7.986166 0.0 0.1 0.0 0.12
H 4.457251 -6.460624 -6.710042 0.0 0.2 0.1 0.11
H 5.301896 -4.392745 -6.467300 -0.1 0.0 0.1 0.09
H 3.911769 -3.261964 -6.579304 0.1 0.0 0.2 0.07
H 5.131339 -3.290659 -7.842295 0.0 -0.1 0.0 0.09
C -10.363119 -3.062614 -5.586369 0.2 0.0 0.2 -0.11
O -9.040180 -3.560405 -5.491509 -0.3 0.0 -0.2 -0.20
C -8.488772 -3.971965 -6.740092 0.5 -0.1 0.1 -0.21
C -7.395031 -3.015378 -7.197560 -0.4 0.2 0.0 -0.21
N -7.947725 -1.724930 -7.602066 0.2 0.0 0.1 -0.05
C -6.946284 -0.671300 -7.774703 -0.2 0.0 0.1 -0.20
C -6.099022 -0.276314 -6.559538 0.1 0.3 -0.2 -0.22
O -6.823095 0.381359 -5.529119 0.1 -0.3 0.0 -0.19
C -7.519559 -0.482931 -4.646021 -0.1 0.4 0.0 -0.10
H -10.761185 -2.968797 -4.575527 0.1 0.0 0.0 0.09
H -10.380711 -2.072689 -6.051906 -0.2 0.0 -0.1 0.07
H -11.004717 -3.748005 -6.147556 0.0 0.1 0.0 0.09
H -9.260617 -4.096271 -7.506618 0.0 0.2 0.1 0.12
H -8.035370 -4.953008 -6.569856 0.0 0.0 0.0 0.12
H -6.861897 -3.457053 -8.045513 0.0 0.0 0.0 0.12
H -6.687910 -2.907193 -6.367540 0.1 -0.2 0.0 0.10
H -8.611181 -1.416938 -6.902108 0.0 -0.1 -0.1 0.06
H -7.485768 0.219443 -8.108801 0.1 0.0 0.0 0.12
H -6.278232 -0.958691 -8.593315 0.0 0.0 0.1 0.12
H -5.361214 0.452287 -6.908742 0.0 0.0 0.0 0.12
H -5.520671 -1.114180 -6.154364 -0.1 -0.1 0.1 0.11
H -6.992531 -1.425549 -4.482074 0.0 0.0 -0.1 0.09
H -8.529779 -0.664620 -5.017608 0.0 -0.3 0.1 0.07
H -7.617602 0.026810 -3.685820 0.1 0.0 -0.1 0.08
C 2.257547 5.104275 5.046042 -0.1 0.1 0.2 -0.11
O 2.576065 5.576245 6.342751 0.0 -0.2 -0.3 -0.19
C 3.827701 5.099155 6.836195 0.1 0.3 0.4 -0.21
C 4.857676 6.220353 6.889157 -0.2 -0.1 -0.4 -0.21
N 5.275642 6.626410 5.549185 0.0 0.1 0.2 -0.05
C 6.034061 7.877961 5.510685 -0.2 -0.1 -0.2 -0.20
C 5.348923 9.152213 6.018501 0.3 0.1 -0.2 -0.22
O 4.279492 9.607693 5.202037 0.0 -0.1 0.3 -0.18
C 3.039153 8.960219 5.431387 0.0 0.2 -0.3 -0.10
H 1.214204 5.351034 4.844067 0.0 0.0 0.1 0.09
H 2.875118 5.590675 4.285106 0.0 -0.2 -0.1 0.08
H 2.374634 4.018003 4.979941 0.1 0.0 -0.1 0.08
H 4.193550 4.243642 6.262260 0.0 0.1 -0.1 0.10
H 3.645704 4.753287 7.857958 0.0 0.0 0.0 0.12
H 5.734223 5.877825 7.448336 0.0 0.0 0.0 0.12
H 4.405467 7.054013 7.438314 0.0 -0.1 0.2 0.10
H 4.454315 6.738169 4.967907 0.1 -0.1 0.0 0.06
H 6.310968 8.042243 4.465461 0.0 0.1 0.1 0.12
H 6.968261 7.734281 6.063730 0.0 0.0 0.1 0.12
H 6.097572 9.949367 5.990396 0.0 0.0 0.0 0.12
H 5.034086 9.076835 7.065228 -0.1 -0.1 0.0 0.11
H 2.901426 8.683201 6.478890 0.1 -0.1 0.0 0.09
H 2.944038 8.084455 4.786488 -0.1 -0.2 0.2 0.07
H 2.242733 9.652448 5.151697 0.1 0.0 0.0 0.09
```
Forces are in eV/Å.